This record from the Open Molecules 2025 dataset describes one molecule with the formula C5H6O at a distorted geometry. The level of theory is the ωB97M-V functional and the def2-TZVPD basis.

Calculated values
Frontier orbital gap   9.757 eV
SMILES   C1[C@@H]2[C@H]1[C@@H]1O[C@H]21
LUMO energy   1.16 eV
HOMO level   -8.60 eV
E   -269.1559 Ha
Largest force on an atom   0.0658 hartree/bohr
Relative energy (zero: lowest compared OMol25 entry of this formula, charge and spin)   499.8 kJ/mol

```
12
Properties=species:S:1:pos:R:3:mulliken_charge:R:1
C 1.4378 0.4293 -0.3131 -0.550
C 0.4690 0.4205 0.7767 -0.361
C 0.3725 -0.8610 -0.0033 -0.325
C -1.0717 -0.5089 -0.4264 -0.227
O -1.0586 0.7419 -1.1086 -0.444
C -1.0010 0.7370 0.3177 -0.276
H 1.1562 0.8712 -1.2588 0.229
H 1.9257 -0.5888 -0.4722 0.259
H 0.7660 0.4852 1.8153 0.377
H 0.6455 -1.8319 0.4366 0.433
H -1.8904 -1.1938 -0.6270 0.436
H -1.7510 1.2993 0.8630 0.449
```

=====

This record from the Open Molecules 2025 dataset describes C39H42BrF4N3O3P2Ti as an isolated structure at a distorted geometry. The level of theory is the ωB97M-V functional and the def2-TZVPD basis.

Calculated values
Frontier orbital gap (spin up / spin down)   7.547 / 7.881 eV
Charge   +3
LUMO energy (spin up / spin down)   -8.58 / -8.25 eV
HOMO level (spin up / spin down)   -16.13 / -16.13 eV
E   -6406.1747 Ha
⟨S²⟩   0.753
2S+1   2
Largest force on an atom   0.0480 hartree/bohr
Relative energy (zero: lowest compared OMol25 entry of this formula, charge and spin)   109.0 kJ/mol

```
95
Properties=species:S:1:pos:R:3:mulliken_charge:R:1
Ti 12.0909 -16.1573 -3.1637 0.227
O 11.8682 -12.1826 -2.4839 -0.703
C 11.5407 -13.3297 -2.2780 0.039
O 12.2372 -14.3785 -2.7473 0.799
C 10.3741 -13.7233 -1.4340 -1.152
P 9.5636 -15.2321 -2.2315 3.244
C 8.5617 -14.6720 -3.5836 0.322
C 7.3693 -15.3237 -3.7860 -0.830
C 6.6236 -15.0619 -4.9161 -0.404
C 7.0381 -14.0664 -5.7989 -1.062
C 8.1738 -13.3744 -5.5396 -0.767
C 8.9876 -13.6911 -4.4780 -0.830
C 8.3697 -15.7413 -0.9582 0.354
C 7.5000 -14.7539 -0.3885 -0.723
C 6.5829 -15.0885 0.5600 -1.130
C 6.5636 -16.4177 0.9948 -0.582
C 7.3433 -17.3652 0.4501 -1.211
C 8.2419 -17.0501 -0.5667 2.680
H 9.7583 -12.8864 -1.2002 0.614
H 10.7655 -14.1238 -0.5376 0.553
H 6.9619 -16.0359 -3.0632 0.298
H 5.7380 -15.6797 -5.1237 0.445
H 6.3686 -13.7154 -6.5554 0.493
H 8.3669 -12.5621 -6.2235 0.509
H 9.9335 -13.1586 -4.3670 0.615
H 7.5068 -13.7109 -0.6573 0.368
H 5.8444 -14.4115 0.9618 0.469
H 5.8728 -16.7650 1.7731 0.392
H 7.2382 -18.3420 0.8411 0.581
H 8.8388 -17.7922 -1.0283 -1.413
F 13.5139 -23.9058 -4.4816 -0.248
C 12.9646 -22.7134 -4.3387 0.448
C 11.6270 -22.5303 -4.8392 0.481
F 11.0335 -23.5847 -5.3612 -0.254
C 11.0733 -21.2822 -4.7726 0.108
F 9.8154 -21.1933 -5.1697 -0.340
C 11.7273 -20.1853 -4.1642 -0.551
P 10.8489 -18.5266 -4.0359 2.091
C 10.2785 -18.2888 -5.7435 -0.017
C 10.9200 -18.8877 -6.8470 -0.811
C 10.6877 -18.4957 -8.1497 -1.082
C 9.6432 -17.5576 -8.3761 -0.749
C 8.9160 -16.9957 -7.3009 -1.112
C 9.2522 -17.4177 -6.0146 0.525
C 9.4656 -19.1494 -3.0626 1.034
C 9.7526 -19.8073 -1.8659 -1.183
C 8.7367 -20.3761 -1.1155 -0.715
C 7.4067 -20.2205 -1.5014 -0.966
C 7.1190 -19.6205 -2.7091 -0.916
C 8.1477 -19.0302 -3.4539 -0.166
C 12.9377 -20.4388 -3.6088 0.126
Br 13.8332 -19.1154 -2.5627 -0.102
C 13.5761 -21.6885 -3.6627 0.189
F 14.7432 -21.8496 -3.0531 -0.281
H 11.6105 -19.7078 -6.7369 0.389
H 11.1038 -19.0152 -9.0248 0.481
H 9.4573 -17.2699 -9.3879 0.486
H 8.0899 -16.3252 -7.5311 0.512
H 8.8601 -16.8775 -5.1672 0.147
H 10.8041 -19.9396 -1.5745 0.462
H 8.9518 -20.9686 -0.2467 0.553
H 6.6130 -20.7355 -0.9741 0.486
H 6.1163 -19.5534 -3.0922 0.577
H 7.8704 -18.5561 -4.3674 0.642
N 13.9145 -11.4940 -4.2266 0.017
C 14.0532 -12.8274 -4.9067 -0.523
C 14.7680 -13.8345 -3.9815 -0.800
C 14.8123 -15.2114 -4.6410 0.256
N 14.1839 -16.2755 -3.8230 -0.804
C 14.0999 -15.2608 -5.9863 -2.331
C 12.6788 -14.6255 -5.9468 0.372
N 11.7528 -15.5504 -5.2250 -0.105
C 12.6705 -13.2250 -5.3887 0.189
H 14.7426 -11.1688 -3.7557 0.428
H 13.1469 -11.6257 -3.5228 0.306
H 13.6220 -10.7453 -4.8407 0.434
H 14.8045 -12.6324 -5.7390 0.403
H 14.2686 -13.9186 -3.0049 0.084
H 15.7883 -13.4778 -3.7342 0.416
H 15.9114 -15.5047 -4.6761 0.511
H 14.7257 -16.4337 -2.9908 0.336
H 14.3075 -17.1391 -4.3400 0.327
H 14.1244 -16.2727 -6.3759 0.896
H 14.8180 -14.7787 -6.6601 0.449
H 12.2752 -14.6044 -6.9788 0.695
H 11.7721 -16.4064 -5.8009 -0.060
H 10.8292 -15.1511 -5.3838 -0.417
H 11.9601 -13.1483 -4.5500 -1.023
H 12.3496 -12.5379 -6.1358 0.647
C 11.8055 -17.3769 -0.2099 -1.258
O 12.5606 -16.5920 -1.1554 -0.153
H 11.7979 -16.9016 0.7919 0.363
H 12.3258 -18.3213 -0.0867 0.375
H 10.7601 -17.4268 -0.5517 0.320
H 13.2613 -16.1556 -0.7098 0.210
```

=====

This record from the Open Molecules 2025 dataset describes C2H7N3 as an isolated structure at a distorted geometry. The level of theory is the ωB97M-V functional and the def2-TZVPD basis.

Calculated values
Frontier orbital gap   9.384 eV
Charge   +2
LUMO energy   -11.08 eV
HOMO level   -20.47 eV
E   -243.8728 Ha
Largest force on an atom   0.1850 hartree/bohr
Relative energy (zero: lowest compared OMol25 entry of this formula, charge and spin)   299.6 kJ/mol

```
12
Properties=species:S:1:pos:R:3:mulliken_charge:R:1
C -1.2148 0.3676 0.0605 0.273
C 1.4915 0.4252 0.0939 0.095
N -2.3785 -0.0831 -0.2862 -0.302
N 2.3924 -0.2331 -0.3124 -0.058
N -0.2908 -0.4140 0.3038 -0.292
H -1.0921 1.4994 -0.0484 0.310
H 1.7156 1.3197 0.5693 0.436
H -3.1016 0.6192 -0.4453 0.287
H -2.8039 -0.9948 -0.1249 0.272
H 3.3400 0.2259 -0.3737 0.358
H 2.3016 -1.2182 -0.6571 0.333
H -0.2933 -1.4149 0.4836 0.289
```

=====

This record from the Open Molecules 2025 dataset describes a 2-piece molecular cluster, C4H5NO overall. The level of theory is the ωB97M-V functional and the def2-TZVPD basis.

Calculated values
Frontier orbital gap   9.522 eV
SMILES   O=C1C#CCN1.[H][H]
LUMO energy   -0.03 eV
HOMO level   -9.55 eV
E   -285.2137 Ha
Largest force on an atom   0.0090 hartree/bohr
Relative energy (zero: lowest compared OMol25 entry of this formula, charge and spin)   527.3 kJ/mol

```
11
Properties=species:S:1:pos:R:3:mulliken_charge:R:1
O -1.6835 -0.5185 1.4736 -0.609
C -0.7742 -0.1840 0.7495 0.442
C -0.2727 -0.7041 -0.5428 -0.117
C 0.7004 -0.2838 -1.2494 -0.395
C 1.0729 0.8536 -0.2857 -0.176
N 0.1420 0.8237 0.8671 -0.090
H 2.1056 0.7183 0.0513 0.267
H 0.9997 1.8105 -0.8125 0.265
H 0.1488 1.4618 1.6492 0.175
H -0.9696 -2.2211 -0.7688 0.118
H -1.4693 -1.7564 -1.1314 0.121
```

=====

This record from the Open Molecules 2025 dataset describes one molecule with the formula CH3NO2 at a distorted geometry. The level of theory is the ωB97M-V functional and the def2-TZVPD basis.

Calculated values
Frontier orbital gap   11.018 eV
SMILES   O=CNO
LUMO energy   0.82 eV
HOMO level   -10.19 eV
E   -245.0455 Ha
Largest force on an atom   0.1108 hartree/bohr
Relative energy (zero: lowest compared OMol25 entry of this formula, charge and spin)   350.8 kJ/mol

```
7
Properties=species:S:1:pos:R:3:mulliken_charge:R:1
O -0.8386 -0.7813 1.5303 -0.476
C -0.0511 -0.2017 0.8987 0.108
N -0.2123 -0.3969 -0.4160 -0.159
O 0.4882 0.7361 -0.9484 -0.447
H 0.6387 0.4755 1.3071 0.374
H -1.2157 -0.4351 -0.8153 0.285
H 1.1908 0.6035 -1.5564 0.314
```

=====

This record from the Open Molecules 2025 dataset describes a 2-piece molecular cluster, C5H9NO overall. The level of theory is the ωB97M-V functional and the def2-TZVPD basis.

Calculated values
Frontier orbital gap   8.706 eV
SMILES   CC(C)=C=O.C=N
LUMO energy   0.92 eV
HOMO level   -7.79 eV
E   -325.8315 Ha
Largest force on an atom   0.0160 hartree/bohr
Relative energy (zero: lowest compared OMol25 entry of this formula, charge and spin)   278.5 kJ/mol

```
16
Properties=species:S:1:pos:R:3:mulliken_charge:R:1
C -0.3967 -1.3334 0.2743 -1.199
C 0.3710 -0.0985 0.6676 0.396
C 1.7153 -0.3233 1.3218 -1.368
C -0.0262 1.1579 0.8122 0.679
O -0.0954 2.2802 1.1546 -0.479
H -0.5622 -1.9616 1.1614 0.340
H 0.1734 -1.9418 -0.4434 0.318
H -1.3745 -1.1334 -0.1660 0.326
H 2.3047 -1.0294 0.7264 0.345
H 1.5943 -0.7315 2.3324 0.280
H 2.2807 0.6093 1.3950 0.346
C -0.8810 0.7704 -2.0602 -0.344
N -1.4533 1.2436 -1.0380 -0.389
H 0.1961 0.5812 -2.0101 0.287
H -1.3945 0.5071 -2.9860 0.280
H -2.4517 1.4031 -1.1420 0.181
```